(1)
Computed, not measured: a single C16H17NO3S molecule, with ωB97M-V with the def2-TZVPD basis set.

Summary:
- Calculated total energy: -35336.0294 eV
- SMILES: Cc1ccc(CNC(=O)c2cccc(S(C)(=O)=O)c2)cc1
- Highest occupied orbital energy: -9.10 eV
- Orbital gap: 9.355 eV
- Total charge: 0
- LUMO level: 0.26 eV

Last column: natural (NBO) charge in e.
CARTESIAN COORDINATES (ANGSTROEM)
C (-0.502597, -0.356418, -5.839873)  -0.626
C (0.300244, -0.473055, -4.580479)  -0.020
C (1.174237, -1.532279, -4.380933)  -0.203
C (1.923628, -1.625201, -3.220711)  -0.236
C (1.821721, -0.653495, -2.236987)  0.034
C (2.610180, -0.744012, -0.956977)  -0.266
N (1.735855, -0.901789, 0.189271)  -0.602
C (1.528237, 0.096824, 1.078560)  0.640
O (2.108917, 1.162024, 1.026206)  -0.615
C (0.523377, -0.204752, 2.148701)  -0.062
C (0.264972, -1.491145, 2.616241)  -0.198
C (-0.666078, -1.701947, 3.620177)  -0.206
C (-1.357663, -0.630328, 4.161768)  -0.176
C (-1.085811, 0.644720, 3.705956)  -0.330
S (-1.990136, 2.032190, 4.405808)  2.174
C (-3.148838, 2.471737, 3.074793)  -0.857
O (-2.752926, 1.559220, 5.529359)  -0.945
O (-1.094268, 3.134847, 4.607942)  -0.933
C (-0.150375, 0.871914, 2.719599)  -0.166
C (0.946959, 0.409552, -2.432338)  -0.227
C (0.196711, 0.496482, -3.588049)  -0.197
H (-1.531493, -0.080593, -5.616629)  0.218
H (-0.081602, 0.419487, -6.479534)  0.222
H (-0.500444, -1.292452, -6.392667)  0.215
H (1.270291, -2.295614, -5.139878)  0.208
H (2.598858, -2.458443, -3.084776)  0.208
H (3.308211, -1.586222, -0.994459)  0.200
H (3.169483, 0.180247, -0.785686)  0.248
H (1.129727, -1.706169, 0.190064)  0.396
H (0.813935, -2.334864, 2.223718)  0.216
H (-0.849068, -2.702100, 3.982724)  0.223
H (-2.088315, -0.755776, 4.945168)  0.250
H (-3.769628, 1.608498, 2.873669)  0.238
H (-2.572423, 2.758980, 2.205506)  0.238
H (-3.751265, 3.301494, 3.423057)  0.254
H (0.079768, 1.877125, 2.401708)  0.255
H (0.864814, 1.171855, -1.671229)  0.221
H (-0.477196, 1.329460, -3.728790)  0.208

Atomic forces in eV per Å
C 0.03 0.05 -0.02
C 0.04 -0.11 0.00
C -0.10 0.06 -0.08
C 0.07 0.11 0.15
C 0.08 -0.10 -0.02
C 0.13 0.09 -0.03
N 0.05 -0.31 -0.07
C -0.03 -0.23 0.05
O 0.00 0.32 0.02
C -0.18 0.14 0.27
C 0.00 0.13 -0.05
C -0.04 0.02 0.02
C -0.08 -0.10 0.12
C -0.34 0.40 0.17
S -0.45 0.19 -0.31
C 0.64 -0.34 0.60
O -0.12 -0.31 -0.13
O 0.21 0.03 -0.33
C 0.23 -0.01 -0.18
C 0.02 -0.01 -0.04
C 0.04 -0.03 0.05
H -0.08 0.00 -0.05
H -0.03 0.02 -0.10
H -0.04 -0.03 -0.07
H -0.01 -0.07 -0.08
H 0.08 -0.08 0.03
H -0.01 0.13 -0.03
H 0.00 -0.20 -0.02
H -0.04 0.13 0.07
H 0.05 -0.06 -0.04
H -0.01 -0.07 0.04
H -0.08 -0.09 0.09
H -0.10 -0.15 -0.05
H 0.10 0.04 -0.17
H -0.01 0.13 0.19
H 0.09 0.11 -0.09
H -0.02 0.11 0.10
H -0.08 0.09 -0.01

(2)
Computed, not measured: a single C16H17NO3S molecule, with ωB97M-V with the def2-TZVPD basis set.

Summary:
- Calculated total energy: -35336.5462 eV
- SMILES: Cc1ccc(C(=O)OCC(=O)NCc2cccs2)c(C)c1
- Highest occupied orbital energy: -8.97 eV
- Orbital gap: 9.605 eV
- Total charge: 0
- LUMO level: 0.64 eV

Last column: natural (NBO) charge in e.
CARTESIAN COORDINATES (ANGSTROEM)
C (-3.683460, 3.357598, -4.324848)  -0.630
C (-2.754176, 2.847792, -3.267065)  0.021
C (-2.779575, 3.389031, -1.985668)  -0.241
C (-1.935441, 2.899293, -1.013213)  -0.149
C (-1.031695, 1.875882, -1.297748)  -0.132
C (-0.178127, 1.422202, -0.181362)  0.784
O (-0.514494, 1.421449, 0.980376)  -0.605
O (1.051647, 1.035428, -0.567546)  -0.493
C (1.834735, 0.462518, 0.462701)  -0.159
C (1.120115, -0.792248, 0.989592)  0.664
O (0.573308, -1.566742, 0.236052)  -0.630
N (1.168777, -0.947603, 2.323630)  -0.593
C (0.552231, -2.079500, 2.991792)  -0.266
C (1.583344, -2.960354, 3.615428)  -0.202
C (2.154812, -4.081695, 3.100303)  -0.252
C (3.140078, -4.640947, 3.945576)  -0.250
C (3.309635, -3.931447, 5.088462)  -0.409
S (2.268907, -2.565540, 5.160879)  0.414
C (-1.004038, 1.302604, -2.574735)  0.034
C (-0.103866, 0.161505, -2.928267)  -0.640
C (-1.874719, 1.808055, -3.532150)  -0.222
H (-3.776309, 4.440034, -4.267090)  0.219
H (-3.334441, 3.083947, -5.317354)  0.216
H (-4.676216, 2.929643, -4.182754)  0.224
H (-3.465856, 4.190361, -1.754402)  0.211
H (-1.952363, 3.304484, -0.012479)  0.226
H (2.780269, 0.180768, -0.004892)  0.219
H (2.002519, 1.190965, 1.263093)  0.193
H (1.587494, -0.240351, 2.905665)  0.399
H (0.007150, -2.631622, 2.221699)  0.256
H (-0.150957, -1.712366, 3.745653)  0.211
H (1.875785, -4.496120, 2.148395)  0.230
H (3.693791, -5.531786, 3.709667)  0.226
H (3.981544, -4.121498, 5.901569)  0.236
H (-0.065404, -0.572904, -2.126630)  0.249
H (0.910675, 0.522218, -3.092475)  0.228
H (-0.448730, -0.324054, -3.838497)  0.209
H (-1.866951, 1.370998, -4.521358)  0.205

Atomic forces in eV per Å
C -0.04 -0.04 0.02
C 0.07 -0.01 0.08
C 0.03 -0.04 -0.05
C 0.13 -0.10 0.06
C -0.25 0.10 -0.25
C -0.08 0.08 0.38
O 0.09 0.04 -0.16
O 0.07 0.10 -0.23
C -0.11 -0.18 0.22
C 0.33 0.47 0.11
O -0.16 -0.22 -0.32
N 0.03 0.02 0.38
C 0.01 -0.01 -0.12
C 0.08 -0.02 0.37
C -0.23 0.21 0.03
C 0.15 -0.02 0.16
C -0.07 0.28 0.13
S -0.06 -0.41 -0.45
C -0.01 0.10 0.16
C 0.09 -0.12 -0.07
C -0.05 0.09 0.05
H -0.03 0.07 -0.05
H -0.02 0.02 -0.08
H -0.08 0.01 -0.06
H -0.06 0.10 0.03
H -0.02 0.03 0.08
H -0.11 0.01 0.09
H 0.02 -0.11 -0.11
H -0.04 0.06 -0.20
H 0.01 0.09 0.19
H -0.02 -0.06 -0.14
H -0.10 -0.05 -0.21
H 0.11 -0.15 0.00
H 0.16 -0.10 0.14
H 0.07 -0.08 -0.03
H 0.07 -0.07 -0.02
H -0.02 -0.01 -0.05
H 0.01 -0.06 -0.10

(3)
Computed, not measured: a single C16H17NO5 molecule, with ωB97M-V with the def2-TZVPD basis set.

Summary:
- Calculated total energy: -28595.1219 eV
- SMILES: CCOc1cccc2cc(C(=O)N3CCOCC3)c(=O)oc12
- Highest occupied orbital energy: -8.81 eV
- Orbital gap: 8.591 eV
- Total charge: 0
- LUMO level: -0.22 eV

Last column: natural (NBO) charge in e.
CARTESIAN COORDINATES (ANGSTROEM)
C (2.440184, 2.884177, 4.825145)  -0.618
C (2.681755, 1.441933, 4.410137)  -0.062
O (2.014380, 1.238429, 3.178389)  -0.482
C (2.088478, 0.032356, 2.580297)  0.270
C (2.754782, -1.080343, 3.070105)  -0.282
C (2.761794, -2.280377, 2.361548)  -0.205
C (2.108559, -2.395774, 1.160256)  -0.190
C (1.425102, -1.290571, 0.635335)  -0.156
C (0.722744, -1.315976, -0.610282)  -0.056
C (0.060049, -0.225584, -1.055415)  -0.244
C (-0.584959, -0.239293, -2.410726)  0.676
O (0.057512, -0.578162, -3.388743)  -0.620
N (-1.875048, 0.140028, -2.473181)  -0.417
C (-2.726741, 0.397873, -1.330718)  -0.240
C (-4.170710, 0.003045, -1.689662)  -0.079
O (-4.184669, -1.142455, -2.503324)  -0.524
C (-3.643097, -0.896320, -3.789008)  -0.071
C (-2.546293, 0.180363, -3.752223)  -0.263
C (0.099148, 1.029681, -0.302352)  0.749
O (-0.420551, 2.064231, -0.644910)  -0.572
O (0.778998, 1.014413, 0.876235)  -0.451
C (1.416736, -0.083428, 1.342120)  0.343
H (2.824489, 3.556651, 4.063663)  0.219
H (1.374696, 3.063535, 4.936530)  0.218
H (2.939125, 3.086785, 5.768408)  0.214
H (3.757558, 1.254075, 4.289919)  0.173
H (2.286080, 0.754019, 5.170265)  0.172
H (3.279404, -1.028130, 4.010297)  0.225
H (3.292457, -3.125033, 2.773148)  0.219
H (2.112476, -3.321712, 0.607571)  0.218
H (0.723075, -2.225782, -1.193924)  0.233
H (-2.679480, 1.455627, -1.046907)  0.220
H (-2.379057, -0.205855, -0.488203)  0.205
H (-4.724940, -0.257569, -0.786599)  0.203
H (-4.686800, 0.835328, -2.188611)  0.162
H (-3.238436, -1.854006, -4.123966)  0.193
H (-4.442792, -0.586496, -4.478548)  0.168
H (-2.974153, 1.178455, -3.892530)  0.193
H (-1.802086, -0.002231, -4.528053)  0.258

Atomic forces in eV per Å
C 0.00 -0.39 -0.23
C 0.17 0.14 0.37
O -0.15 0.05 -0.24
C -0.12 -0.08 -0.25
C -0.08 0.27 0.03
C -0.02 -0.12 -0.10
C -0.03 0.13 0.02
C 0.13 0.44 0.50
C -0.40 0.51 -0.27
C 0.41 -0.39 0.11
C -0.04 0.09 0.14
O 0.25 -0.18 -0.15
N -0.19 -0.04 -0.13
C -0.27 0.10 0.25
C 0.09 0.09 0.10
O -0.01 -0.20 0.11
C 0.07 0.05 -0.21
C -0.07 -0.10 -0.21
C -0.39 0.34 -0.36
O 0.29 -0.35 0.14
O 0.09 0.19 0.26
C 0.33 -0.66 0.16
H 0.05 0.10 -0.04
H -0.09 0.05 0.05
H 0.04 0.03 0.10
H -0.13 -0.05 0.00
H 0.07 0.02 -0.12
H 0.03 0.07 0.09
H 0.04 -0.08 0.03
H 0.00 -0.12 -0.06
H 0.00 -0.05 -0.12
H -0.05 -0.14 0.04
H -0.07 0.07 -0.05
H 0.04 0.15 -0.05
H 0.01 -0.04 0.07
H -0.01 0.12 -0.03
H 0.10 -0.04 0.04
H 0.04 -0.06 -0.03
H -0.16 0.08 0.05

(4)
Computed, not measured: a single C16H17NO5S molecule at a distorted geometry, with ωB97M-V with the def2-TZVPD basis set.

Summary:
- Calculated total energy: -39430.1582 eV
- SMILES: COC(=O)c1cccc(NS(=O)(=O)c2ccc(OC)cc2)c1C
- Highest occupied orbital energy: -8.81 eV
- Orbital gap: 9.372 eV
- Total charge: 0
- LUMO level: 0.56 eV

Last column: natural (NBO) charge in e.
CARTESIAN COORDINATES (ANGSTROEM)
C (3.939739, 2.328041, 2.303448)  -0.261
O (3.368912, 1.377740, 1.415237)  -0.510
C (3.727550, 0.099775, 1.621073)  0.782
O (4.498300, -0.222460, 2.489776)  -0.586
C (3.156363, -0.860511, 0.635271)  -0.169
C (4.052261, -1.839771, 0.206814)  -0.162
C (3.666442, -2.785145, -0.720554)  -0.212
C (2.367401, -2.781435, -1.191741)  -0.213
C (1.454796, -1.833541, -0.741877)  0.115
N (0.138977, -1.857621, -1.237279)  -0.861
S (-1.168227, -2.221481, -0.211461)  2.306
O (-1.889337, -3.262944, -0.887056)  -0.937
O (-0.712539, -2.448000, 1.126023)  -0.926
C (-2.165380, -0.742672, -0.274713)  -0.366
C (-2.623301, -0.162909, 0.895700)  -0.159
C (-3.429216, 0.952711, 0.831294)  -0.281
C (-3.788232, 1.495252, -0.408364)  0.403
O (-4.579788, 2.590515, -0.362243)  -0.501
C (-4.997794, 3.184604, -1.570680)  -0.256
C (-3.326758, 0.894287, -1.579515)  -0.332
C (-2.519556, -0.228045, -1.504228)  -0.145
C (1.839214, -0.840284, 0.167261)  0.096
C (0.822014, 0.156579, 0.622888)  -0.684
H (3.620338, 2.128686, 3.328503)  0.194
H (3.587040, 3.302215, 1.974189)  0.195
H (5.029672, 2.278809, 2.261377)  0.197
H (5.053015, -1.836573, 0.610284)  0.230
H (4.365912, -3.531181, -1.064645)  0.219
H (2.045139, -3.524595, -1.907759)  0.211
H (0.049519, -2.465471, -2.040435)  0.413
H (-2.339967, -0.599517, 1.839864)  0.243
H (-3.802848, 1.427860, 1.723907)  0.231
H (-5.620136, 4.029408, -1.280820)  0.205
H (-5.589130, 2.490288, -2.174883)  0.180
H (-4.146521, 3.546331, -2.155152)  0.179
H (-3.592629, 1.286988, -2.547618)  0.226
H (-2.162173, -0.708620, -2.400631)  0.229
H (0.227622, -0.282202, 1.422842)  0.239
H (0.152810, 0.401255, -0.199689)  0.225
H (1.290494, 1.063636, 0.985592)  0.244

Atomic forces in eV per Å
C 0.24 0.11 0.33
O -0.16 -0.15 -0.33
C 0.18 0.14 0.22
O -0.04 0.01 -0.03
C 0.02 -0.32 -0.20
C -0.05 0.11 0.07
C -0.02 0.05 -0.03
C -0.17 0.08 0.03
C 0.79 0.10 0.44
N -0.97 -0.23 0.19
S -0.17 -0.09 -0.39
O 0.02 0.16 -0.25
O 0.11 0.31 -0.05
C 0.31 -0.51 0.03
C 0.02 -0.03 0.05
C -0.11 0.12 -0.19
C 0.16 -0.21 0.15
O 0.10 -0.13 0.25
C -0.07 0.10 -0.20
C -0.12 0.15 -0.04
C -0.02 -0.01 0.04
C 0.13 0.05 -0.05
C 0.10 0.15 0.07
H 0.04 0.05 -0.07
H 0.00 -0.06 0.00
H -0.10 0.04 0.02
H 0.07 -0.01 0.04
H 0.06 -0.06 -0.04
H -0.04 -0.10 -0.04
H -0.11 -0.06 -0.04
H 0.01 0.02 0.17
H -0.03 0.04 0.12
H 0.04 -0.06 -0.07
H 0.03 0.02 0.02
H -0.03 -0.03 0.02
H -0.03 0.05 -0.07
H 0.01 0.03 -0.18
H -0.06 0.10 0.05
H -0.03 0.08 0.01
H -0.11 0.00 -0.04